1.
Here is an isolated molecule of C2H7N3S at a distorted geometry from the OMol25 dataset. Energies are from ωB97M-V with the def2-TZVPD basis set.

The geometry in XYZ format:
```
13
Properties=species:S:1:pos:R:3
C -0.1733 1.5787 -0.3543
N 0.0438 0.2000 0.0482
N 1.3973 -0.0712 0.1874
C -0.8370 -0.7928 0.0154
N -0.4446 -1.9693 0.4895
S -2.4245 -0.4615 -0.3723
H -1.2412 1.7987 -0.5783
H 0.0937 2.2448 0.5344
H 0.4880 1.9185 -1.1509
H 1.7322 0.3385 1.0422
H 1.9211 0.2281 -0.6444
H -1.0733 -2.7953 0.2949
H 0.5178 -2.2172 0.4882
```

For the energy relative to the best compared isomer or geometry (same formula, charge and spin), the calculation gives 55.46 kJ/mol. The calculation puts the total energy at -642.83153 Eh. The HOMO energy comes out at -7.9 eV. As for the structure (SMILES): CN(N)C(N)=S. As for the charge: 0. Its multiplicity is 1. As for the HOMO-LUMO gap: 8.612 eV.

***

2.
Here is an isolated molecule of C2H7N3S at a distorted geometry from the OMol25 dataset. Energies are from ωB97M-V with the def2-TZVPD basis set.

The geometry in XYZ format:
```
13
Properties=species:S:1:pos:R:3
C -0.4010 0.2777 -2.1009
N -0.3419 -0.1312 -0.7323
N 0.9666 -0.3195 -0.3538
C 1.2277 -0.2230 0.8839
N 0.2648 0.1245 1.8461
S -0.8493 -1.1014 2.3635
H -1.4167 0.5275 -2.4800
H 0.0910 -0.4876 -2.7246
H 0.1558 1.2117 -2.3290
H -0.7667 0.5727 -0.1249
H 2.2578 -0.3613 1.2084
H 0.7039 0.3698 2.7299
H -1.8921 -0.4599 1.8137
```

For the energy relative to the best compared isomer or geometry (same formula, charge and spin), the calculation gives 177.19 kJ/mol. The calculation puts the total energy at -642.78517 Eh. The HOMO energy comes out at -8.5 eV. As for the structure (SMILES): CN/N=C\NS. As for the charge: 0. Its multiplicity is 1. As for the HOMO-LUMO gap: 9.244 eV.